Model one:
17
Properties=species:S:1:pos:R:3:lowdin_charge:R:1 method="wB97M-V/def2-TZVPD" smiles="OCSc1nn(CO)c(=S)s1" orbital_gap_ev=8.6
O 3.151 -1.262 1.114 -0.205
C 3.458 0.156 0.627 -0.466
S 2.502 0.711 -0.870 0.856
C 0.769 0.336 -0.577 -0.814
N -0.203 1.101 -0.531 0.007
N -1.350 0.567 -0.027 -0.223
C -2.333 1.584 0.079 -0.273
O -1.926 2.578 0.965 0.013
C -1.465 -0.792 0.044 -1.103
S -2.921 -1.574 -0.026 0.611
S 0.160 -1.394 -0.224 0.966
H 2.526 -1.310 1.974 0.150
H 4.436 0.625 0.467 0.062
H 3.007 1.038 1.374 0.116
H -2.905 1.970 -0.812 0.150
H -3.214 0.894 0.527 0.117
H -1.193 2.990 0.623 0.035

Model two:
17
Properties=species:S:1:pos:R:3:lowdin_charge:R:1 method="wB97M-V/def2-TZVPD" orbital_gap_ev=8.0
C 3.147 0.104 0.729 -0.761
C 0.807 0.154 -0.529 -0.849
C -2.055 1.806 -0.166 -0.185
C -1.485 -0.810 -0.092 -1.029
H 2.944 -1.514 1.965 0.299
H 4.191 0.601 0.748 0.104
H 2.675 0.659 1.593 0.097
H -2.071 2.663 -1.037 0.188
H -2.994 1.379 -0.142 0.061
H -1.241 3.201 1.052 0.043
N -0.077 1.160 -0.595 0.012
N -1.248 0.555 -0.246 -0.213
O 3.245 -1.264 0.726 -0.203
O -1.915 2.565 1.077 -0.032
S 2.450 0.728 -0.691 0.955
S -3.037 -1.607 0.120 0.479
S 0.127 -1.429 -0.202 1.034

model one wins, 0.0488 hartree ahead of the next structure.

Model one:
10
Properties=species:S:1:pos:R:3:lowdin_charge:R:1 method="wB97M-V/def2-TZVPD" charge=-1 orbital_gap_ev=5.3
C 2.055 0.946 0.192 -0.467
C -0.412 -0.328 -0.252 -0.857
O 2.407 0.102 0.946 0.108
O 1.831 1.933 -0.426 0.114
O -0.856 -0.543 -1.527 -0.133
O -0.089 -1.623 0.390 -0.225
S -1.792 0.411 0.789 0.548
H -1.716 -0.911 -1.361 0.018
H 0.398 -1.474 1.265 0.073
H -1.826 1.488 -0.017 -0.180

Model two:
10
Properties=species:S:1:pos:R:3:lowdin_charge:R:1 method="wB97M-V/def2-TZVPD" smiles="O=S(=O)([O-])[C@@H]1CO1" charge=-1 orbital_gap_ev=8.6
O 1.904 -2.325 1.781 -0.371
S 0.488 -2.276 1.532 0.424
O -0.349 -2.071 2.695 -0.408
O -0.051 -3.090 0.476 -0.369
C 0.271 -0.235 0.911 -0.237
C 0.405 -0.120 -0.539 -0.233
O 1.351 0.488 0.300 -0.100
H -0.570 0.151 1.461 0.087
H 0.893 -0.928 -1.124 0.107
H -0.071 0.665 -1.182 0.101

model one wins, 0.0093 hartree ahead of the next structure.

Model one:
32
Properties=species:S:1:pos:R:3:lowdin_charge:R:1 method="wB97M-V/def2-TZVPD" smiles="NC(N)=O.NC(N)=O.NC(N)=O.NC(N)=O" orbital_gap_ev=9.3
N 0.829 -13.976 12.229 0.145
C -0.236 -13.164 12.546 -0.698
N -1.027 -13.667 13.497 0.149
O -0.302 -12.008 12.137 0.008
H 0.749 -14.937 12.502 0.082
H 1.636 -13.641 11.739 0.095
H -0.722 -14.550 13.859 0.095
H -1.631 -12.977 13.909 0.115
N 7.644 -19.542 13.359 0.134
C 7.224 -19.548 14.664 -0.687
N 7.144 -18.317 15.223 0.145
O 6.713 -20.571 15.111 0.023
H 8.100 -18.758 12.931 0.089
H 7.619 -20.496 13.033 0.107
H 7.777 -17.623 14.867 0.094
H 6.462 -18.058 15.911 0.108
N 5.745 -15.179 11.937 0.138
C 4.824 -15.508 12.896 -0.697
N 4.879 -16.791 13.257 0.163
O 3.950 -14.726 13.265 0.013
H 6.105 -15.874 11.307 0.091
H 5.848 -14.232 11.621 0.091
H 5.679 -17.331 12.980 0.079
H 4.166 -17.110 13.889 0.117
N 10.365 -12.581 10.170 0.160
C 10.276 -12.891 11.458 -0.705
N 9.072 -12.825 12.077 0.149
O 11.241 -13.397 12.055 -0.009
H 9.527 -12.285 9.699 0.100
H 11.261 -12.586 9.720 0.115
H 8.248 -12.535 11.580 0.086
H 8.968 -13.373 12.911 0.103

Model two:
32
Properties=species:S:1:pos:R:3:lowdin_charge:R:1 method="wB97M-V/def2-TZVPD" smiles="NC(N)=O.NC(N)=O.NC(N)=O.NC(N)=O" orbital_gap_ev=9.9
N -0.264 -2.282 -3.626 0.160
C -1.603 -2.092 -3.507 -0.683
N -2.403 -3.129 -3.870 0.159
O -2.066 -1.054 -3.045 0.008
H 0.093 -3.096 -4.097 0.100
H 0.390 -1.530 -3.529 0.095
H -3.400 -3.099 -3.800 0.108
H -1.999 -3.880 -4.404 0.095
N 2.443 2.122 1.433 0.162
C 2.878 2.537 0.211 -0.663
N 3.332 3.832 0.203 0.141
O 2.863 1.826 -0.782 0.010
H 1.923 1.262 1.581 0.060
H 2.739 2.644 2.238 0.096
H 3.682 4.185 -0.670 0.098
H 2.944 4.513 0.830 0.092
N -1.235 1.361 3.017 0.143
C -1.821 0.275 3.676 -0.675
N -1.040 -0.836 3.615 0.146
O -2.851 0.365 4.320 0.024
H -1.906 1.937 2.539 0.098
H -0.393 1.067 2.546 0.043
H -0.083 -0.688 3.351 0.078
H -1.447 -1.673 3.988 0.106
N -0.930 -1.274 0.128 0.185
C 0.174 -0.495 0.165 -0.637
N 0.537 0.027 -1.036 0.188
O 0.788 -0.238 1.201 -0.031
H -1.286 -1.623 1.000 0.093
H -1.428 -1.476 -0.723 0.079
H 1.187 0.800 -1.039 0.064
H 0.182 -0.287 -1.916 0.060

model two wins, 0.0564 hartree ahead of the next structure.

Model one:
20
Properties=species:S:1:pos:R:3:lowdin_charge:R:1 method="wB97M-V/def2-TZVPD" charge=+1 orbital_gap_ev=9.9
C -1.887 0.634 0.034 -0.002
C -1.785 -0.714 -0.047 -0.004
C -0.566 1.308 0.230 -0.078
C -0.418 -1.096 0.350 -0.299
C 1.634 0.414 0.729 0.001
C 0.722 0.145 -1.427 0.009
N 0.378 0.179 -0.036 -0.307
O 0.318 -2.112 -0.188 0.018
H -2.804 1.202 -0.324 0.158
H -2.647 -1.380 0.077 0.138
H -0.397 2.123 -0.371 0.124
H -0.411 1.537 1.229 0.118
H -0.052 -1.115 1.979 0.270
H 2.100 1.397 0.521 0.130
H 1.293 0.546 1.709 0.057
H 2.388 -0.472 0.681 0.165
H 1.505 0.819 -1.558 0.097
H 0.865 -0.863 -1.618 0.079
H -0.212 0.421 -2.087 0.172
H -0.025 -2.975 0.116 0.153

Model two:
20
Properties=species:S:1:pos:R:3:lowdin_charge:R:1 method="wB97M-V/def2-TZVPD" charge=+1 orbital_gap_ev="7.6 / 7.6"
C 0.405 0.488 0.496 -0.223
C 1.758 0.776 0.231 0.015
C 0.305 -0.932 -1.622 0.030
C -0.445 1.175 1.373 0.014
C -1.650 -0.770 -0.042 -0.031
C -0.155 -0.687 -0.158 -0.512
N 0.363 -1.688 0.862 0.111
O 1.506 -2.117 0.826 0.122
H 2.129 1.553 0.934 0.131
H 1.973 1.111 -0.792 0.143
H 2.375 -0.127 0.294 0.117
H -0.254 -1.724 -2.033 0.081
H 1.502 -1.020 -1.736 0.150
H 0.132 -0.019 -2.130 0.083
H -1.033 0.310 1.833 0.117
H -0.129 1.770 2.306 0.157
H -1.237 1.671 0.759 0.160
H -1.949 -0.804 1.119 0.138
H -2.171 0.107 -0.476 0.119
H -2.131 -1.583 -0.485 0.077

Model three:
20
Properties=species:S:1:pos:R:3:lowdin_charge:R:1 method="wB97M-V/def2-TZVPD" smiles="C=COC(C)=[N+](C)C" charge=+1 orbital_gap_ev=10.0
C 3.087 -0.028 0.670 0.069
C 2.545 0.445 -0.443 -0.117
O 1.143 0.740 -0.396 -0.013
C -0.001 -0.068 -0.049 -0.171
C 0.270 -1.489 0.006 0.028
N -1.204 0.447 -0.040 -0.082
C -1.650 1.839 -0.158 0.028
C -2.264 -0.558 0.138 -0.004
H 2.704 -0.446 1.519 0.052
H 4.162 -0.165 0.564 0.087
H 3.064 0.734 -1.371 0.141
H 0.187 -1.912 -1.015 0.153
H 1.295 -1.775 0.123 0.088
H -0.270 -2.057 0.648 0.070
H -0.757 2.516 -0.064 0.128
H -1.886 2.205 -1.125 0.094
H -2.558 1.845 0.470 0.115
H -2.357 -0.942 1.151 0.118
H -3.170 0.067 -0.118 0.121
H -2.341 -1.398 -0.509 0.097

model three wins, 0.0462 hartree ahead of the next structure.

Model one:
11
Properties=species:S:1:pos:R:3:lowdin_charge:R:1 method="wB97M-V/def2-TZVPD" smiles="O=CO.C=C" orbital_gap_ev=10.9
O -2.397 -0.467 1.632 0.114
C -1.405 -0.554 1.005 -0.367
O -1.353 -1.105 -0.266 0.027
H -0.398 -0.345 1.373 0.131
H -1.662 -0.433 -0.863 0.088
C 2.442 1.721 -1.029 -0.078
C 2.609 0.409 -1.243 -0.083
H 2.572 2.006 0.009 0.040
H 2.292 2.457 -1.801 0.042
H 3.194 -0.179 -0.553 0.044
H 2.379 -0.010 -2.216 0.041

Model two:
11
Properties=species:S:1:pos:R:3:lowdin_charge:R:1 method="wB97M-V/def2-TZVPD" smiles=O[C@@H]1C[C@@H]1O orbital_gap_ev=10.4
O -1.443 -0.793 -0.089 -0.013
C -0.666 0.211 0.379 -0.510
C -0.076 1.270 -0.487 0.001
C 0.753 0.254 0.590 -0.256
O 1.238 -0.837 -0.189 -0.066
H -0.885 -1.277 -0.854 0.178
H -1.170 0.918 1.141 0.177
H -0.156 2.337 -0.471 0.060
H 0.533 0.915 -1.568 0.168
H 1.225 0.310 1.723 0.187
H 2.019 -0.571 -0.641 0.072

model one wins, 0.0713 hartree ahead of the next structure.

Model one:
11
Properties=species:S:1:pos:R:3:lowdin_charge:R:1 method="wB97M-V/def2-TZVPD" smiles="O=CO.C=C" orbital_gap_ev=10.8
O -3.082 -1.382 -1.634 0.054
C -3.988 -0.583 -1.595 -0.336
O -4.046 0.520 -2.459 0.020
H -4.978 -0.802 -1.174 0.138
H -3.136 0.444 -2.856 0.123
C 2.853 -0.239 1.443 -0.107
C 3.409 0.915 1.860 -0.094
H 2.780 -0.535 0.419 0.022
H 2.945 -1.207 2.100 0.080
H 3.698 1.555 1.008 0.044
H 3.545 1.314 2.888 0.056

Model two:
11
Properties=species:S:1:pos:R:3:lowdin_charge:R:1 method="wB97M-V/def2-TZVPD" smiles="C=COOC" orbital_gap_ev=10.1
C -1.851 0.836 -0.156 0.024
C -0.848 0.772 -1.025 -0.214
O 0.305 0.053 -0.861 -0.077
O 0.517 -0.099 0.554 -0.158
C 1.595 -0.996 0.703 -0.081
H -2.695 1.491 -0.329 0.054
H -1.835 0.257 0.758 0.058
H -0.800 1.312 -1.969 0.117
H 1.911 -0.846 1.739 0.096
H 1.285 -2.040 0.564 0.089
H 2.417 -0.741 0.022 0.092

Model three:
11
Properties=species:S:1:pos:R:3:lowdin_charge:R:1 method="wB97M-V/def2-TZVPD" smiles=O[C@H]1CCO1 orbital_gap_ev=11.2
O 1.081 1.615 0.273 0.014
C 0.503 0.618 -0.512 -0.413
C 0.463 -0.806 0.074 -0.071
C -1.047 -0.569 0.168 -0.167
O -0.923 0.700 -0.508 -0.068
H 0.377 1.943 0.850 0.106
H 0.928 0.723 -1.517 0.150
H 0.754 -1.583 -0.638 0.110
H 1.001 -0.929 1.016 0.112
H -1.684 -1.265 -0.386 0.113
H -1.453 -0.447 1.180 0.115

model three wins, 0.0207 hartree ahead of the next structure.